[1]
The following is a DFT calculation (ωB97M-V/def2-TZVPD) of C35H29F4N3O4ReSSb as an isolated structure at a distorted geometry.

For the total energy, the calculation gives -2932.2584 hartree. The HOMO energy (spin up / spin down) is -9.92 / -9.92 eV. As for the LUMO energy (spin up / spin down): -5.0010 / -4.5859 eV. As for the charge: +1. As for the multiplicity: 2. The value obtained for the molar mass is 971.66 g mol⁻¹. The energy relative to the best compared isomer or geometry (same formula, charge and spin) is 0.0 kJ/mol.

Positions of all 78 atoms, in Å:
Re 0.427 2.012 0.062
C 0.544 1.375 -2.936
N 0.437 2.537 -2.019
C -0.770 3.312 -2.433
C 1.638 3.428 -2.165
C 2.773 2.930 -1.294
N 2.181 2.766 0.046
C 2.773 3.180 1.253
C 2.106 2.813 2.423
F 0.961 2.058 2.303
C 2.529 3.159 3.683
F 1.821 2.773 4.735
C 3.688 3.897 3.834
C 4.380 4.259 2.698
F 5.501 4.959 2.797
C 3.940 3.918 1.426
F 4.661 4.328 0.381
H 0.541 1.735 -3.967
H 1.457 0.823 -2.739
H -0.309 0.717 -2.777
H -0.613 3.700 -3.441
H -1.635 2.652 -2.430
H -0.931 4.137 -1.748
H 1.927 3.499 -3.216
H 1.338 4.416 -1.817
H 3.117 1.943 -1.620
H 3.615 3.610 -1.340
H 4.037 4.187 4.815
O -6.599 1.923 0.386
C -5.942 0.874 0.371
O -6.248 -0.323 0.217
C -4.412 1.111 0.359
C -3.564 0.089 -0.044
C -2.214 0.318 -0.150
N -1.660 1.497 0.150
C -2.475 2.491 0.565
C -3.839 2.344 0.673
C -1.755 3.766 0.840
O -2.245 4.765 1.256
O -0.416 3.684 0.522
H -4.006 -0.871 -0.280
H -1.539 -0.443 -0.497
H -4.466 3.172 0.977
S 1.444 -0.170 -0.084
Sb 0.225 -2.161 -0.012
C -0.821 -2.282 1.778
C -0.046 -2.098 2.923
C -0.650 -2.176 4.167
C -2.012 -2.433 4.264
C -2.777 -2.617 3.121
C -2.185 -2.541 1.868
C -0.831 -2.406 -1.790
C -2.201 -2.643 -1.868
C -2.793 -2.800 -3.113
C -2.024 -2.723 -4.265
C -0.656 -2.495 -4.184
C -0.053 -2.336 -2.946
C 1.723 -3.608 0.007
C 1.308 -4.939 0.021
C 2.258 -5.947 0.038
C 3.609 -5.625 0.041
C 4.016 -4.299 0.027
C 3.073 -3.280 0.011
H 1.017 -1.895 2.852
H -0.058 -2.036 5.062
H -2.481 -2.486 5.237
H -3.837 -2.815 3.200
H -2.800 -2.677 0.991
H -2.820 -2.698 -0.985
H -3.858 -2.981 -3.179
H -2.493 -2.841 -5.232
H -0.058 -2.448 -5.084
H 1.018 -2.169 -2.885
H 0.254 -5.198 0.020
H 1.943 -6.982 0.051
H 4.349 -6.415 0.054
H 5.070 -4.055 0.031
H 3.394 -2.246 0.006

Want to see where the charge sits? The Löwdin charges in e are: number 1, Re, carries 1.359; number 2, C, carries -0.088; number 3, N, carries -0.372; number 4, C, carries -0.043; number 5, C, carries -0.148; number 6, C, carries -0.159; number 7, N, carries -0.175; number 8, C, carries -0.113; number 9, C, carries -0.117; number 10, F, carries -0.008; number 11, C, carries -0.204; number 12, F, carries 0.136; number 13, C, carries 0.114; number 14, C, carries -0.197; number 15, F, carries 0.135; number 16, C, carries -0.128; number 17, F, carries 0.116; number 18, H, carries 0.107; number 19, H, carries 0.054; number 20, H, carries 0.084; number 21, H, carries 0.110; number 22, H, carries 0.102; number 23, H, carries 0.090; number 24, H, carries 0.141; number 25, H, carries 0.137; number 26, H, carries 0.113; number 27, H, carries 0.121; number 28, H, carries 0.154; number 29, O, carries 0.006; number 30, C, carries -0.683; number 31, O, carries -0.029; number 32, C, carries -0.052; number 33, C, carries 0.022; number 34, C, carries -0.135; number 35, N, carries -0.071; number 36, C, carries -0.174; number 37, C, carries 0.104; number 38, C, carries -0.484; number 39, O, carries 0.180; number 40, O, carries -0.221; number 41, H, carries 0.109; number 42, H, carries 0.011; number 43, H, carries 0.146; number 44, S, carries 0.216; number 45, Sb, carries 1.407; number 46, C, carries -0.357; number 47, C, carries -0.123; number 48, C, carries -0.059; number 49, C, carries -0.046; number 50, C, carries -0.043; number 51, C, carries -0.102; number 52, C, carries -0.369; number 53, C, carries -0.106; number 54, C, carries -0.041; number 55, C, carries -0.047; number 56, C, carries -0.061; number 57, C, carries -0.134; number 58, C, carries -0.366; number 59, C, carries -0.111; number 60, C, carries -0.060; number 61, C, carries -0.055; number 62, C, carries -0.063; number 63, C, carries -0.127; number 64, H, carries 0.101; number 65, H, carries 0.115; number 66, H, carries 0.118; number 67, H, carries 0.123; number 68, H, carries 0.083; number 69, H, carries 0.081; number 70, H, carries 0.124; number 71, H, carries 0.118; number 72, H, carries 0.115; number 73, H, carries 0.103; number 74, H, carries 0.108; number 75, H, carries 0.116; number 76, H, carries 0.115; number 77, H, carries 0.114; number 78, H, carries 0.066

---

[2]
The following is a DFT calculation (ωB97M-V/def2-TZVPD) of a 15-piece molecular cluster, H31O15 overall at a distorted geometry.

For the total energy, the calculation gives -1147.0374 hartree. The HOMO energy (spin up / spin down) is -2.56 / -10.92 eV. As for the LUMO energy (spin up / spin down): -0.1028 / -0.0987 eV. As for the multiplicity: 2. The value obtained for the molar mass is 271.23 g mol⁻¹. The energy relative to the best compared isomer or geometry (same formula, charge and spin) is 0.0 kJ/mol.

Positions of all 46 atoms, in Å:
O 1.698 0.567 3.465
H -3.564 -1.070 1.595
H 1.588 -0.351 3.188
O 1.429 -1.586 -1.635
H -0.227 0.772 -3.297
H 2.394 -1.552 -1.632
O -2.667 -1.253 1.913
H 0.567 -4.187 -0.261
H 0.647 3.122 2.422
O 3.773 1.607 0.108
H -2.148 0.727 1.102
H 3.281 2.428 0.080
O -0.054 -3.239 2.085
H -0.829 -2.666 2.161
H 0.320 -3.151 2.972
O 1.402 -4.626 -0.487
H -2.111 3.310 -2.574
H -2.682 -1.001 2.849
O -2.135 2.519 -2.044
H -0.108 -1.503 0.434
H -3.176 1.707 0.330
O -1.672 -1.265 -1.871
H 1.194 -2.313 -2.226
H -2.206 -1.594 -2.597
O -2.358 1.202 0.294
H 1.831 -4.395 0.351
H 0.516 -0.674 -5.027
O 3.053 -2.104 1.825
H -0.429 3.886 3.177
O -0.154 1.020 -2.333
H -0.136 0.148 -1.878
H -0.969 1.617 -2.042
O -0.063 -0.535 0.391
H -1.124 -1.944 -1.463
H -0.961 -0.365 0.706
O 0.404 0.253 -4.781
H -2.609 2.822 -1.261
H 1.304 0.607 -4.791
O 0.000 3.833 2.317
H 1.366 0.604 4.366
H -1.260 3.440 0.526
O -1.561 4.197 0.010
H -0.944 4.902 0.216
H 3.244 1.023 0.664
H 3.801 -2.555 1.415
H 2.338 -2.384 1.234

Want to see where the charge sits? The Löwdin charges in e are: number 1, O, carries -0.079; number 2, H, carries 0.042; number 3, H, carries 0.002; number 4, O, carries -0.080; number 5, H, carries 0.077; number 6, H, carries 0.046; number 7, O, carries -0.099; number 8, H, carries -0.001; number 9, H, carries 0.035; number 10, O, carries -0.069; number 11, H, carries -0.001; number 12, H, carries 0.020; number 13, O, carries -0.077; number 14, H, carries -0.007; number 15, H, carries 0.039; number 16, O, carries -0.087; number 17, H, carries 0.078; number 18, H, carries 0.035; number 19, O, carries -0.024; number 20, H, carries -0.012; number 21, H, carries 0.043; number 22, O, carries -0.097; number 23, H, carries 0.027; number 24, H, carries 0.040; number 25, O, carries -0.084; number 26, H, carries 0.009; number 27, H, carries 0.058; number 28, O, carries -0.065; number 29, H, carries 0.046; number 30, O, carries 0.140; number 31, H, carries 0.064; number 32, H, carries 0.080; number 33, O, carries -0.090; number 34, H, carries 0.001; number 35, H, carries -0.030; number 36, O, carries -0.050; number 37, H, carries 0.035; number 38, H, carries 0.067; number 39, O, carries -0.059; number 40, H, carries 0.024; number 41, H, carries 0.000; number 42, O, carries -0.079; number 43, H, carries 0.035; number 44, H, carries 0.018; number 45, H, carries 0.038; number 46, H, carries -0.009

---

[3]
The following is a DFT calculation (ωB97M-V/def2-TZVPD) of a 2-piece molecular cluster, C10H20 overall at a distorted geometry.

The SMILES is C1CCCC1.C1CCCC1. For the total energy, the calculation gives -392.9895 hartree. The HOMO energy is -10.59 eV. As for the LUMO energy: 1.0021 eV. The value obtained for the molar mass is 140.27 g mol⁻¹. The energy relative to the best compared isomer or geometry (same formula, charge and spin) is 76.3 kJ/mol.

Positions of all 30 atoms, in Å:
C -14.991 0.996 5.220
C -13.833 1.943 5.715
C -13.573 1.606 7.208
C -14.483 0.399 7.502
C -14.791 -0.192 6.123
H -14.872 0.603 4.192
H -16.020 1.392 5.312
H -14.245 2.969 5.660
H -12.920 1.912 5.089
H -13.695 2.400 7.970
H -12.518 1.273 7.235
H -15.437 0.729 7.956
H -14.003 -0.309 8.206
H -13.904 -0.809 5.880
H -15.684 -0.841 6.041
C -16.408 -2.102 0.865
C -16.229 -3.525 0.329
C -15.047 -4.111 1.084
C -14.380 -2.855 1.759
C -15.467 -1.937 2.104
H -17.431 -1.783 1.142
H -16.061 -1.445 0.045
H -16.123 -3.661 -0.765
H -17.160 -4.034 0.642
H -14.384 -4.714 0.434
H -15.339 -4.742 1.946
H -13.748 -2.423 0.960
H -13.728 -3.064 2.629
H -16.098 -2.240 2.961
H -15.222 -0.864 2.229

Want to see where the charge sits? The Löwdin charges in e are: number 1, C, carries -0.201; number 2, C, carries -0.185; number 3, C, carries -0.202; number 4, C, carries -0.218; number 5, C, carries -0.251; number 6, H, carries 0.089; number 7, H, carries 0.115; number 8, H, carries 0.096; number 9, H, carries 0.106; number 10, H, carries 0.107; number 11, H, carries 0.102; number 12, H, carries 0.109; number 13, H, carries 0.107; number 14, H, carries 0.116; number 15, H, carries 0.110; number 16, C, carries -0.208; number 17, C, carries -0.218; number 18, C, carries -0.193; number 19, C, carries -0.234; number 20, C, carries -0.231; number 21, H, carries 0.106; number 22, H, carries 0.105; number 23, H, carries 0.110; number 24, H, carries 0.104; number 25, H, carries 0.106; number 26, H, carries 0.106; number 27, H, carries 0.117; number 28, H, carries 0.110; number 29, H, carries 0.116; number 30, H, carries 0.104

---

[4]
The following is a DFT calculation (ωB97M-V/def2-TZVPD) of a 2-piece molecular cluster, C4H12 overall.

The SMILES is CC.CC. For the total energy, the calculation gives -159.5802 hartree. The HOMO energy is -11.78 eV. As for the LUMO energy: 1.1722 eV. The value obtained for the molar mass is 60.14 g mol⁻¹. The energy relative to the best compared isomer or geometry (same formula, charge and spin) is 12.5 kJ/mol.

Positions of all 16 atoms, in Å:
C -1.440 -0.810 1.362
C -0.342 -1.855 1.152
H -2.379 -1.254 1.677
H -1.166 -0.068 2.109
H -1.624 -0.242 0.452
H 0.263 -1.601 0.281
H 0.350 -1.901 1.993
H -0.711 -2.877 1.045
C 1.020 1.009 -1.939
C 0.730 1.650 -0.569
H 2.055 0.685 -2.008
H 0.403 0.119 -2.115
H 0.789 1.700 -2.742
H 1.131 2.664 -0.589
H 1.255 1.126 0.225
H -0.337 1.655 -0.336

Want to see where the charge sits? The Löwdin charges in e are: number 1, C, carries -0.168; number 2, C, carries -0.164; number 3, H, carries 0.057; number 4, H, carries 0.061; number 5, H, carries 0.045; number 6, H, carries 0.049; number 7, H, carries 0.058; number 8, H, carries 0.060; number 9, C, carries -0.168; number 10, C, carries -0.168; number 11, H, carries 0.058; number 12, H, carries 0.056; number 13, H, carries 0.056; number 14, H, carries 0.060; number 15, H, carries 0.056; number 16, H, carries 0.051